2 unconnected molecules or ions with the total composition C5H15N2S at a distorted geometry. Source: the Open Molecules 2025 dataset; level of theory: the ωB97M-V functional and the def2-TZVPD basis.

Output
Net charge: +1
Gap between HOMO and LUMO: 9.911 eV
Energy relative to the best compared isomer or geometry (same formula, charge and spin): 134.56 kJ/mol
Highest occupied orbital energy: -12.921 eV

Each line ends with the Löwdin charge.
Geometry (Å):
C -0.58 1.49 -1.15  -0.18
C -0.73 0.75 -2.29  -0.09
N -1.29 -0.61 -2.23  0.13
N 0.15 2.66 -1.12  0.07
H -0.77 1.09 -0.15  0.09
H -0.36 1.04 -3.29  0.13
H -0.65 -1.30 -2.56  0.14
H -1.52 -0.89 -1.24  -0.02
H -2.13 -0.69 -2.82  0.17
H 0.66 2.99 -1.95  0.11
H 0.79 2.63 -0.33  0.10
C 2.08 -0.62 2.13  -0.10
C 0.98 -0.81 1.03  -0.33
C -0.39 -0.83 1.72  -0.52
S -1.75 -1.57 0.67  0.77
H 3.12 -0.62 1.62  0.11
H 2.05 -1.48 2.85  0.09
H 1.95 0.34 2.62  0.07
H 1.01 0.05 0.32  0.08
H 1.16 -1.73 0.47  0.10
H -0.74 0.20 2.05  0.10
H -0.40 -1.45 2.62  0.07
H -2.64 -0.65 1.03  -0.10

***

C6H14NPS in the gas phase at a distorted geometry. Source: the Open Molecules 2025 dataset; level of theory: the ωB97M-V functional and the def2-TZVPD basis.

Output
Gap between HOMO and LUMO: 8.600 eV
Structure (SMILES): CCCN(SP)C1CC1
Energy relative to the best compared isomer or geometry (same formula, charge and spin): 187.06 kJ/mol
Highest occupied orbital energy: -8.581 eV

Each line ends with the Löwdin charge.
Geometry (Å):
C 0.83 -2.35 -0.30  -0.12
C -0.63 -2.65 -0.15  -0.15
C -0.26 -1.32 -0.69  -0.43
C 1.90 2.47 -0.08  -0.13
C 1.16 1.23 -0.47  -0.28
C 0.22 0.72 0.66  -0.35
N -0.70 -0.25 0.18  -0.30
P -3.54 0.96 0.58  0.40
S -2.13 0.74 -0.95  0.41
H 1.35 -2.22 0.66  0.09
H 1.58 -2.73 -1.10  0.13
H -1.00 -3.38 -0.83  0.08
H -1.05 -2.76 0.88  0.13
H -0.38 -0.98 -1.84  0.15
H 2.51 2.79 -0.89  0.06
H 1.36 3.31 0.43  0.09
H 2.56 2.18 0.74  0.07
H 1.93 0.40 -0.71  0.14
H 0.30 1.33 -1.25  0.08
H 0.90 0.22 1.40  0.13
H -0.30 1.58 1.18  0.11
H -4.12 -0.25 0.97  -0.18
H -2.48 0.96 1.59  -0.13

***

19 unconnected molecules or ions with the total composition CH41NO18 at a distorted geometry. Source: the Open Molecules 2025 dataset; level of theory: the ωB97M-V functional and the def2-TZVPD basis.

Output
Net charge: +1
Gap between HOMO and LUMO (spin up / spin down): 10.530 / 6.056 eV
Multiplicity: 2
Energy relative to the best compared isomer or geometry (same formula, charge and spin): 11.40 kJ/mol
Highest occupied orbital energy (spin up / spin down): -13.795 / -13.790 eV

Each line ends with the Löwdin charge.
Geometry (Å):
C -0.28 0.14 -0.78  -0.08
N 0.35 -0.28 0.43  0.25
H -0.01 1.18 -1.06  0.09
H -1.35 -0.10 -0.85  0.09
H 0.18 -0.48 -1.57  0.10
H -0.29 -0.66 1.14  0.12
H 1.08 0.36 0.80  0.08
H 3.31 0.24 0.83  0.02
H 3.43 -0.05 2.41  0.09
O 3.28 0.63 1.72  -0.02
H -1.24 1.69 -3.31  0.01
H -1.83 0.30 -3.47  0.04
O -2.09 1.22 -3.28  -0.05
H -0.76 3.87 -2.27  0.08
H 0.67 3.18 -2.01  0.01
O -0.19 3.12 -2.46  -0.05
H -0.68 -2.11 -2.96  0.02
H -2.14 -2.47 -2.87  0.08
O -1.57 -1.70 -2.86  -0.06
H -3.59 1.13 -0.82  0.07
H -2.30 1.66 -1.57  0.02
O -2.78 1.63 -0.70  -0.06
H -0.74 2.37 1.58  0.01
H -2.07 1.99 0.71  0.01
O -1.68 2.18 1.60  -0.06
H 2.34 -2.69 2.12  0.00
H 1.51 -2.24 3.34  0.00
O 2.43 -2.39 3.04  -0.07
H 2.36 -1.31 -0.79  0.04
H 3.59 -0.59 -1.36  0.12
O 2.78 -0.42 -0.85  -0.06
H 2.00 1.54 1.73  0.02
H 1.05 2.48 0.74  0.05
O 1.17 2.10 1.62  -0.09
H 1.28 0.81 -4.24  0.07
H 1.93 0.25 -2.96  -0.01
O 1.81 0.07 -3.90  -0.03
H -3.99 -0.28 0.74  0.05
H -3.46 -0.50 1.96  0.02
O -3.70 -1.10 1.19  -0.07
H 0.46 1.10 4.28  0.09
H -0.10 1.21 2.75  0.02
O -0.30 1.04 3.70  -0.06
H -1.01 -2.07 3.20  0.06
H -0.28 -0.73 3.61  0.01
O -0.17 -1.71 3.50  -0.06
H 1.38 -3.79 -0.37  0.12
H 0.82 -2.52 0.28  0.04
O 1.63 -2.88 -0.14  -0.04
H 2.34 1.32 -1.05  0.01
H 2.66 2.69 -1.69  0.10
O 1.96 2.21 -1.22  -0.06
H -2.59 1.38 2.86  0.03
H -2.26 0.46 3.93  0.04
O -2.92 0.53 3.23  -0.07
H -2.37 -1.97 0.58  0.02
H -1.29 -1.83 -0.62  -0.02
O -1.50 -2.28 0.21  -0.07
H 1.50 -1.73 -3.13  0.02
H 1.18 -2.63 -1.85  0.00
O 1.05 -2.53 -2.82  -0.05

***

A molecular structure, C4H12N2 at a distorted geometry. Source: the Open Molecules 2025 dataset; level of theory: the ωB97M-V functional and the def2-TZVPD basis.

Output
Gap between HOMO and LUMO: 9.680 eV
Energy relative to the best compared isomer or geometry (same formula, charge and spin): 432.55 kJ/mol
Highest occupied orbital energy: -8.836 eV

Each line ends with the Löwdin charge.
Geometry (Å):
C -1.92 -0.02 0.39  -0.13
C -1.02 0.95 -0.40  -0.22
C 0.35 0.45 -0.76  -0.28
C 2.58 -0.03 0.00  -0.15
N 1.25 0.45 0.42  -0.12
N -1.02 -1.51 1.10  0.02
H -2.79 0.52 0.77  0.11
H -2.36 -0.68 -0.37  0.09
H -0.85 1.83 0.24  0.11
H -1.61 1.28 -1.25  0.11
H 0.22 -0.60 -1.09  0.11
H 0.77 0.99 -1.61  0.12
H 2.59 -0.99 -0.52  0.07
H 3.26 -0.03 0.85  0.07
H 2.98 0.73 -0.68  0.07
H 0.84 -0.30 0.97  0.06
H -1.49 -2.22 0.54  0.01
H -1.80 -0.83 1.41  -0.03

***

A molecular structure, C2H10AlN4O4 at a distorted geometry. Source: the Open Molecules 2025 dataset; level of theory: the ωB97M-V functional and the def2-TZVPD basis.

Output
Net charge: +1
Gap between HOMO and LUMO: 8.690 eV
Energy relative to the best compared isomer or geometry (same formula, charge and spin): 177.69 kJ/mol
Highest occupied orbital energy: -12.806 eV

Each line ends with the Löwdin charge.
Geometry (Å):
Al -0.02 0.14 0.03  0.82
O 0.79 -1.43 1.24  0.03
H 0.97 -1.12 2.15  0.12
O -1.65 1.49 0.06  -0.15
H -2.22 1.58 0.84  0.09
C 2.67 0.27 0.83  -0.68
O 1.81 0.61 0.06  0.11
N 2.55 -0.80 1.60  0.16
N 3.81 0.78 0.93  0.23
H 1.64 -1.24 1.57  -0.37
H 3.34 -1.20 2.08  0.14
H 4.17 0.76 1.88  0.15
H 4.01 1.56 0.32  0.15
C -2.38 -0.40 -1.32  -0.61
O -1.42 -0.69 -0.66  0.10
N -3.03 0.72 -1.15  0.18
N -2.71 -0.93 -2.49  0.21
H -3.81 0.89 -1.77  0.14
H -2.72 1.31 -0.39  -0.09
H -2.21 -1.68 -2.93  0.14
H -3.59 -0.62 -2.89  0.13

***

2 unconnected molecules or ions with the total composition C6H15NO at a distorted geometry. Source: the Open Molecules 2025 dataset; level of theory: the ωB97M-V functional and the def2-TZVPD basis.

Output
Gap between HOMO and LUMO: 10.349 eV
Structure (SMILES): CC(=O)[C@@H](C)N.CC
Energy relative to the best compared isomer or geometry (same formula, charge and spin): 144.14 kJ/mol
Highest occupied orbital energy: -9.390 eV

Each line ends with the Löwdin charge.
Geometry (Å):
C 1.39 0.51 -0.01  -0.39
C -0.65 2.19 0.11  -0.02
C 1.81 -0.87 -0.52  -0.07
C -0.11 0.91 -0.49  -0.43
N 2.28 1.55 -0.53  0.03
O -0.54 0.47 -1.56  0.05
H 1.43 0.53 1.09  0.13
H 2.23 1.54 -1.55  0.09
H 3.25 1.33 -0.29  0.07
H -0.07 2.50 0.98  0.08
H -0.63 2.98 -0.64  0.09
H -1.67 2.00 0.45  0.08
H 1.48 -1.04 -1.55  0.08
H 2.89 -1.00 -0.49  0.07
H 1.37 -1.66 0.11  0.07
C -1.87 -2.09 0.15  -0.16
C -1.77 -0.90 1.07  -0.16
H -1.87 -1.76 -0.90  0.06
H -2.79 -2.65 0.33  0.07
H -1.02 -2.76 0.29  0.06
H -1.87 -1.19 2.12  0.07
H -2.57 -0.18 0.87  0.07
H -0.72 -0.40 0.95  0.07

***

A molecular structure, C19H25BrN3O4Rh at a distorted geometry. Source: the Open Molecules 2025 dataset; level of theory: the ωB97M-V functional and the def2-TZVPD basis.

Output
Net charge: +1
Gap between HOMO and LUMO (spin up / spin down): 7.091 / 5.576 eV
Multiplicity: 6
Energy relative to the best compared isomer or geometry (same formula, charge and spin): 44.33 kJ/mol
Highest occupied orbital energy (spin up / spin down): -9.178 / -10.750 eV

Each line ends with the Löwdin charge.
Geometry (Å):
Rh -1.17 -0.12 0.23  1.16
C 1.09 1.31 -3.66  0.00
N 1.72 0.31 -2.81  -0.12
C 3.14 0.10 -3.06  -0.01
C 0.98 -0.39 -1.96  -0.40
O -0.25 -0.21 -1.84  -0.05
C 1.64 -1.47 -1.09  -0.09
O 0.75 -1.67 -0.02  -0.20
C 1.25 -2.32 1.12  -0.09
C 0.19 -2.10 2.20  -0.39
O -0.91 -1.61 1.88  -0.05
N 0.48 -2.43 3.45  -0.12
C -0.46 -2.16 4.53  0.00
C 1.78 -2.95 3.86  -0.02
H 1.63 2.25 -3.56  0.10
H 1.13 0.99 -4.70  0.11
H 0.06 1.45 -3.36  0.08
H 3.65 1.06 -2.99  0.10
H 3.59 -0.58 -2.35  0.08
H 3.29 -0.29 -4.07  0.11
H 1.74 -2.38 -1.69  0.16
H 2.62 -1.16 -0.73  0.13
H 1.38 -3.39 0.94  0.15
H 2.21 -1.89 1.43  0.14
H -1.36 -1.71 4.12  0.09
H -0.72 -3.08 5.04  0.10
H -0.01 -1.47 5.25  0.10
H 2.26 -3.49 3.05  0.09
H 2.43 -2.14 4.20  0.11
H 1.63 -3.64 4.69  0.10
O -3.20 -0.28 -0.34  -0.12
N -3.69 0.31 -1.40  -0.17
C -3.08 1.53 -1.82  -0.06
C -3.06 1.86 -3.12  -0.08
C -3.63 1.01 -4.10  -0.05
C -4.21 -0.22 -3.68  -0.07
C -4.25 -0.56 -2.38  -0.02
H -2.68 2.13 -1.01  0.11
H -2.62 2.80 -3.42  0.12
H -3.66 1.30 -5.14  0.10
H -4.65 -0.89 -4.40  0.11
H -4.66 -1.48 -1.99  0.13
Br 2.33 4.17 4.10  0.74
C 1.29 3.12 2.91  -0.70
C 0.01 2.74 3.29  -0.14
C -0.75 1.96 2.42  -0.13
C -0.24 1.55 1.19  -0.23
C 1.04 1.96 0.83  -0.14
C 1.81 2.74 1.69  -0.14
H -0.39 3.05 4.24  0.10
H -1.75 1.68 2.72  0.09
H 1.46 1.69 -0.13  0.08
H 2.81 3.05 1.41  0.10

***

2 unconnected molecules or ions with the total composition C2INO3 at a distorted geometry. Source: the Open Molecules 2025 dataset; level of theory: the ωB97M-V functional and the def2-TZVPD basis.

Output
Gap between HOMO and LUMO (spin up / spin down): 6.864 / 6.362 eV
Multiplicity: 3
Highest occupied orbital energy (spin up / spin down): -6.514 / -9.758 eV

Each line ends with the Löwdin charge.
Geometry (Å):
C -0.35 -1.39 0.31  -0.50
C 0.74 1.53 0.05  -0.51
N -1.04 -0.43 0.06  -0.55
O 0.44 -2.17 0.45  0.22
O 0.56 1.79 1.13  0.23
O 0.86 1.26 -1.06  0.19
I -2.88 0.01 -0.14  0.91